{
  "formula": "C3H3FeLi2O3",
  "method": "wB97M-V/def2-TZVPD",
  "species": ["O", "Li", "C", "O", "C", "H", "H", "Fe", "C", "O", "Li", "H"],
  "coordinates": [[-1.22, 1.56, 0.00], [-0.33, 2.19, -1.49], [-0.55, 0.70, 0.63], [-0.93, 0.66, 1.93], [-0.46, -0.53, 2.66], [-1.37, -1.08, 2.96], [0.01, -0.15, 3.58], [0.73, -1.14, 1.05], [2.14, -0.03, -0.67], [1.23, -0.91, -0.91], [1.48, 0.91, 1.68], [2.23, 0.91, -0.08]],
  "spin_multiplicity": 5,
  "total_charge": 1,
  "relative_energy_kcal_mol": 55.5,
  "s_squared": 6.452,
  "energy_ev": -44087.48313
}